*P*
Formula: C14H22N2O3
Source: OMol25
Level of theory: wB97M-V/def2-TZVPD

HOMO = -9.43 eV
LUMO level = -0.0232 eV
HOMO-LUMO gap = 9.40 eV
SMILES = CCCCCCCCn1cc(C(C)=O)c(=O)[nH]c1=O

Geometry (Å):
1 C 4.07697 1.82621 -1.06242
2 C 3.30924 1.97021 0.24585
3 C 2.27115 0.86269 0.41592
4 C 1.50068 1.00415 1.72657
5 C 0.32438 0.03559 1.87052
6 C 0.73274 -1.43775 2.01635
7 C 0.80404 -2.22790 0.70405
8 C -0.53530 -2.84986 0.30025
9 N -1.54940 -1.84538 0.03312
10 C -1.45484 -1.05456 -1.04872
11 C -2.30276 -0.03021 -1.34174
12 C -2.02591 0.74949 -2.57561
13 C -3.00078 1.82578 -2.93414
14 O -1.04153 0.50335 -3.24117
15 C -3.40249 0.24336 -0.42689
16 O -4.24747 1.10397 -0.50400
17 N -3.42331 -0.63736 0.65897
18 C -2.56784 -1.66148 0.96485
19 O -2.68912 -2.34946 1.94765
20 H 4.60711 0.87649 -1.09234
21 H 3.39521 1.86420 -1.90927
22 H 4.80378 2.62776 -1.17052
23 H 4.00867 1.94139 1.08472
24 H 2.80814 2.94060 0.26656
25 H 2.78245 -0.10137 0.38884
26 H 1.57104 0.90336 -0.42306
27 H 2.18627 0.86673 2.56603
28 H 1.10923 2.02288 1.78897
29 H -0.33846 0.17016 1.01483
30 H -0.23673 0.32556 2.76180
31 H 1.70784 -1.47363 2.50532
32 H 0.02426 -1.94143 2.67687
33 H 1.51169 -3.05109 0.81750
34 H 1.16279 -1.58814 -0.10176
35 H -0.91947 -3.47432 1.10970
36 H -0.40771 -3.46181 -0.59692
37 H -0.63645 -1.25698 -1.72893
38 H -2.69136 2.30657 -3.85841
39 H -3.99667 1.40276 -3.04448
40 H -3.05600 2.55650 -2.13025
41 H -4.17408 -0.48703 1.32542

Mulliken population analysis, charges in e, atoms 1 to 4: atom 1 (C): -1.31, atom 2 (C): -0.50, atom 3 (C): -0.11, atom 4 (C): -1.02


*Q*
Formula: C14H22N2O3
Source: OMol25
Level of theory: wB97M-V/def2-TZVPD

HOMO = -9.40 eV
LUMO level = 0.0342 eV
HOMO-LUMO gap = 9.43 eV
SMILES = CCCCCCCCn1cc(C(C)=O)c(=O)[nH]c1=O

Geometry (Å):
1 C 3.80943 -3.31940 4.81029
2 C 4.38538 -3.09623 3.41684
3 C 3.88097 -1.81404 2.75179
4 C 2.37214 -1.75326 2.50433
5 C 1.89074 -2.79328 1.49449
6 C 0.37215 -2.80082 1.30478
7 C -0.23147 -1.46223 0.88028
8 C 0.35099 -0.94873 -0.43692
9 N -0.28251 0.29810 -0.82700
10 C -1.39699 0.31429 -1.57561
11 C -2.07416 1.43974 -1.93650
12 C -3.28496 1.26384 -2.77954
13 C -4.01581 2.50335 -3.18893
14 O -3.64191 0.15125 -3.10637
15 C -1.57536 2.72869 -1.47846
16 O -2.02867 3.82899 -1.68943
17 N -0.42190 2.60692 -0.69621
18 C 0.25674 1.47917 -0.32271
19 O 1.24000 1.49856 0.37563
20 H 3.98250 -2.44727 5.43720
21 H 2.73959 -3.50643 4.76735
22 H 4.28242 -4.17874 5.28053
23 H 5.47352 -3.02981 3.49279
24 H 4.15892 -3.95861 2.78737
25 H 4.39666 -1.69169 1.79594
26 H 4.15759 -0.96632 3.38308
27 H 1.83813 -1.88854 3.44613
28 H 2.14233 -0.75258 2.13420
29 H 2.17996 -3.78872 1.83568
30 H 2.38638 -2.62413 0.53651
31 H 0.11758 -3.55721 0.55802
32 H -0.09825 -3.09672 2.24497
33 H -0.05859 -0.71486 1.65522
34 H -1.31210 -1.58288 0.76599
35 H 0.20541 -1.68009 -1.23398
36 H 1.41552 -0.74169 -0.31674
37 H -1.76977 -0.64376 -1.91695
38 H -4.33890 3.05133 -2.30672
39 H -3.34910 3.16101 -3.74203
40 H -4.87348 2.23638 -3.80071
41 H -0.03958 3.48011 -0.34706

Mulliken population analysis, charges in e, atoms 1 to 4: atom 1 (C): -1.17, atom 2 (C): -0.40, atom 3 (C): -0.96, atom 4 (C): -0.21


Pick the most stable structure from those above. Pick: *Q*